{
  "formula": "C3H9NS",
  "method": "ωB97M-V/def2-TZVPD",
  "homo_lumo_gap_ev": [5.555, 5.586],
  "e_above_lowest_kcal_mol": 35.5,
  "energy_ev": -15580.5063,
  "charge": -1,
  "multiplicity": 2,
  "elements": ["C", "S", "H", "H", "H", "C", "C", "N", "H", "H", "H", "H", "H", "H"],
  "xyz": [[-1.0004, -1.0241, -3.0185], [-0.9412, -2.1340, -1.5483], [-0.1246, -0.3828, -3.0744], [-0.9305, -1.6873, -3.8764], [-1.9103, -0.4298, -3.0763], [-0.3708, 0.9785, 2.0272], [1.5469, 0.1805, 0.7930], [1.0432, 0.5569, 1.9805], [-0.6663, 1.0249, 3.0953], [-1.0588, 0.2891, 1.5662], [-0.5428, 2.0018, 1.6754], [1.0027, 0.4769, -0.1022], [2.5423, -0.2200, 0.6670], [1.4106, 0.3691, 2.8916]]
}



{
  "formula": "C3H9NS2",
  "method": "ωB97M-V/def2-TZVPD",
  "homo_lumo_gap_ev": 9.705,
  "e_above_lowest_kcal_mol": 31.1,
  "smiles": "C=NC.CSS",
  "energy_ev": -26416.3293,
  "charge": 0,
  "elements": ["C", "S", "S", "H", "H", "H", "H", "C", "C", "N", "H", "H", "H", "H", "H"],
  "xyz": [[-2.2479, 1.3497, -1.7680], [-0.6128, 1.6022, -2.5561], [0.2648, 3.0095, -1.3464], [-2.9829, 1.7609, -2.4622], [-2.3836, 0.2721, -1.7653], [-2.3507, 1.9518, -0.8713], [0.9071, 2.1701, -0.5324], [1.6510, -1.7789, 0.5747], [0.6769, -1.1183, 2.5579], [1.7428, -1.2230, 1.9040], [2.1286, -2.7551, 0.4629], [0.6310, -1.9635, 0.1928], [2.1783, -1.1168, -0.1141], [0.6656, -0.6532, 3.5426], [-0.2681, -1.5075, 2.1809]]
}



{
  "formula": "C3H9NS2",
  "method": "ωB97M-V/def2-TZVPD",
  "homo_lumo_gap_ev": 9.419,
  "e_above_lowest_kcal_mol": 23.5,
  "smiles": "CNCCSS",
  "energy_ev": -26416.6565,
  "charge": 0,
  "elements": ["S", "S", "C", "C", "N", "C", "H", "H", "H", "H", "H", "H", "H", "H", "H"],
  "xyz": [[-2.1349, 0.9943, -3.0719], [-0.5134, 0.2943, -2.1529], [-1.0100, -0.8057, -0.7221], [0.2170, -0.8689, 0.1421], [0.7557, 0.4628, 0.5531], [1.3966, 0.3668, 1.8409], [-2.5416, 2.1983, -2.5719], [-1.8725, -0.3098, -0.2814], [-1.3122, -1.8012, -1.0467], [1.0555, -1.4205, -0.2899], [0.0294, -1.3357, 1.1005], [1.2741, 0.8729, -0.2067], [1.4827, 1.3929, 2.2356], [2.4112, -0.0481, 1.8205], [0.7625, 0.0076, 2.6507]]
}



{
  "formula": "C3H9NS3",
  "method": "ωB97M-V/def2-TZVPD",
  "homo_lumo_gap_ev": 9.480,
  "e_above_lowest_kcal_mol": 19.3,
  "smiles": "CCC(S)(S)NS",
  "energy_ev": -37251.1162,
  "charge": 0,
  "elements": ["C", "C", "C", "N", "S", "S", "S", "H", "H", "H", "H", "H", "H", "H", "H", "H"],
  "xyz": [[-1.0508, 1.5023, -0.9298], [-0.4528, 0.0951, -1.2272], [-0.0026, -0.6543, 0.0336], [0.8507, 0.1714, 0.7790], [-1.5648, -1.3261, 1.0842], [0.8174, -2.2170, -0.5157], [1.5298, -0.3904, 2.3055], [-1.3358, 1.9064, 0.0603], [-0.3576, 2.2354, -1.2763], [-2.0192, 1.6604, -1.3083], [-1.2722, -0.4276, -1.7039], [0.5823, 0.1657, -1.8146], [0.2240, 0.9232, 0.9862], [-0.8741, -1.3321, 2.2073], [2.0881, -1.7691, -0.6131], [2.8377, -0.5435, 1.9326]]
}



{
  "formula": "C3H9NSi",
  "method": "ωB97M-V/def2-TZVPD",
  "homo_lumo_gap_ev": 10.203,
  "e_above_lowest_kcal_mol": 13.5,
  "smiles": "C=N[SiH](C)C",
  "energy_ev": -12623.6763,
  "charge": 0,
  "elements": ["C", "C", "C", "N", "Si", "H", "H", "H", "H", "H", "H", "H", "H", "H"],
  "xyz": [[1.8960, -0.1780, -1.8642], [0.4613, -0.5788, 1.7168], [-1.7014, 0.2460, -0.6688], [0.9103, -0.3867, -1.0517], [0.0930, 0.4096, 0.2136], [2.4378, 0.7479, -1.8679], [2.1126, -0.8607, -2.5721], [-0.1700, -0.2561, 2.5213], [0.1398, -1.5338, 1.6118], [1.3875, -0.7259, 2.1919], [-1.9328, -0.7379, -1.1934], [-2.4083, 0.2208, 0.2114], [-1.7670, 1.1455, -1.3154], [0.1766, 1.8850, 0.4943]]
}



{
  "formula": "C3H9O",
  "method": "ωB97M-V/def2-TZVPD",
  "homo_lumo_gap_ev": 11.660,
  "e_above_lowest_kcal_mol": 55.5,
  "energy_ev": -5293.5513,
  "charge": 1,
  "elements": ["C", "C", "C", "O", "H", "H", "H", "H", "H", "H", "H", "H", "H"],
  "xyz": [[0.3528, 0.9245, 1.2608], [-1.4232, -0.2694, -0.4764], [1.0835, -0.6895, -0.6532], [-0.1158, -0.4795, 0.0999], [0.6618, 1.8329, 0.6017], [-0.6261, 1.0747, 1.8038], [1.3132, 0.4987, 1.7066], [-1.4672, -1.0088, -1.1886], [-2.1760, -0.2284, 0.3754], [-1.7089, 0.5650, -0.9917], [1.8682, -1.2093, 0.0023], [0.7826, -1.1826, -1.4885], [1.4549, 0.1717, -1.0521]]
}



{
  "formula": "C3H9O2",
  "method": "ωB97M-V/def2-TZVPD",
  "homo_lumo_gap_ev": 5.373,
  "e_above_lowest_kcal_mol": 33.3,
  "energy_ev": -7350.6861,
  "charge": -1,
  "elements": ["C", "O", "H", "H", "H", "C", "O", "C", "H", "H", "H", "H", "H", "H"],
  "xyz": [[-1.0472, 2.1903, -1.5762], [-1.9943, 1.3532, -2.0139], [-1.3772, 2.9097, -0.7840], [-0.1285, 1.6766, -1.1546], [-0.5919, 2.8757, -2.3544], [0.5891, -0.7835, 1.4354], [0.9945, -1.8393, 2.3214], [0.3206, -1.2654, 0.0301], [-0.3503, -0.4441, 1.8735], [1.3709, -0.0217, 1.3937], [1.4116, -2.5433, 1.8223], [-0.4794, -2.0088, -0.0295], [0.0531, -0.3960, -0.5800], [1.2291, -1.7034, -0.3837]]
}



{
  "formula": "C3H9O2S",
  "method": "ωB97M-V/def2-TZVPD",
  "homo_lumo_gap_ev": 6.813,
  "e_above_lowest_kcal_mol": 29.4,
  "energy_ev": -18186.6464,
  "charge": -1,
  "elements": ["C", "O", "C", "C", "S", "H", "H", "H", "H", "H", "H", "H", "H", "H", "O"],
  "xyz": [[-1.4256, 0.2426, -0.3343], [-0.7187, -0.0640, 0.8314], [-0.4525, -0.2637, -1.5605], [0.6972, -1.1437, -1.1694], [2.1105, -0.2787, -0.3826], [-1.5064, 1.3609, -0.3404], [-2.2927, -0.4304, -0.3347], [-1.3035, -0.6317, -2.1551], [-0.0683, 0.6522, -2.0638], [1.1351, -1.6471, -2.0230], [0.2660, -1.8106, -0.4390], [1.2282, 0.3193, 0.5357], [-2.7871, 1.4730, 2.4012], [-1.2884, 1.2114, 1.8683], [-1.8519, 1.5384, 2.6297]]
}



{
  "formula": "C3H9O3",
  "method": "ωB97M-V/def2-TZVPD",
  "homo_lumo_gap_ev": 7.984,
  "e_above_lowest_kcal_mol": 35.3,
  "energy_ev": -9398.1968,
  "charge": -1,
  "elements": ["C", "C", "O", "C", "O", "H", "H", "H", "H", "H", "H", "H", "H", "H", "O"],
  "xyz": [[0.4600, 0.0792, 1.4005], [-0.0207, 1.2307, 0.5227], [-1.2071, 0.8025, -0.0994], [0.8579, -1.0063, 0.2956], [-0.2003, -1.3212, -0.4476], [-0.2710, -0.3549, 1.9898], [1.3047, 0.5132, 2.0661], [-0.3948, 2.1596, 1.1195], [0.6925, 1.5438, -0.2870], [-0.9586, -0.3579, -0.5172], [1.8316, -0.6125, -0.3156], [1.3923, -1.9338, 0.7120], [-0.4264, -0.3150, -1.8709], [-1.9203, -0.2383, -1.9906], [-1.1398, -0.1889, -2.5779]]
}



{
  "formula": "C3H9O3",
  "method": "ωB97M-V/def2-TZVPD",
  "homo_lumo_gap_ev": 6.969,
  "e_above_lowest_kcal_mol": 19.9,
  "energy_ev": -9398.8634,
  "charge": -1,
  "elements": ["C", "O", "C", "C", "O", "H", "H", "H", "H", "H", "H", "H", "H", "H", "O"],
  "xyz": [[0.7582, -1.1463, -0.5260], [1.6836, -0.8492, 0.4691], [-0.6702, -0.8811, 0.0936], [-1.2155, 0.5262, -0.1983], [-2.6581, 0.3970, -0.5601], [0.9069, -0.3207, -1.3032], [0.9600, -2.1314, -0.9269], [-0.4253, -1.0440, 1.1350], [-1.3448, -1.6747, -0.3120], [-1.1853, 1.1490, 0.6717], [-0.6738, 1.0105, -1.0085], [-2.6428, 0.7539, -1.4450], [1.8765, 1.7085, 1.5868], [1.9867, 0.5255, 0.5284], [1.9541, 1.6003, 0.6407]]
}



{
  "formula": "C3H9O3P2",
  "method": "ωB97M-V/def2-TZVPD",
  "homo_lumo_gap_ev": 8.464,
  "e_above_lowest_kcal_mol": 5.3,
  "energy_ev": -27979.8712,
  "charge": -1,
  "elements": ["C", "C", "C", "O", "O", "O", "P", "P", "H", "H", "H", "H", "H", "H", "H", "H", "H"],
  "xyz": [[2.0460, 1.1111, -1.0065], [0.3189, -0.3898, 1.3147], [0.8615, 0.1276, -1.3926], [-4.7400, 0.1031, 1.3500], [-0.8531, -1.8606, -0.6607], [-2.4773, -0.7128, 1.1364], [0.6525, -1.4285, -0.2142], [-3.3554, 0.5376, 1.1720], [2.0761, 1.9548, -1.8175], [2.9218, 0.5116, -0.8971], [1.9492, 1.5453, -0.0658], [0.2796, 0.6243, 0.9515], [1.3208, -0.3637, 1.9832], [-0.6397, -0.6615, 1.7551], [-0.0471, 0.6735, -1.3328], [-1.4041, -1.4776, 0.0886], [1.0903, -0.2943, -2.3644]]
}



{
  "formula": "C3H9OPS",
  "method": "ωB97M-V/def2-TZVPD",
  "homo_lumo_gap_ev": [7.975, 7.976],
  "e_above_lowest_kcal_mol": 88.4,
  "energy_ev": -25426.2487,
  "charge": 0,
  "elements": ["C", "C", "C", "O", "P", "S", "H", "H", "H", "H", "H", "H", "H", "H", "H"],
  "xyz": [[-1.0030, -2.0867, 0.0689], [2.5454, 1.0194, -0.6124], [-1.7020, -0.7952, -0.2984], [-1.2819, 2.2911, 1.0124], [-0.1363, 1.0538, 0.8329], [0.8730, 1.6979, -0.9304], [-0.9220, -2.3085, 1.0971], [-1.3186, -3.0133, -0.3907], [0.0352, -2.0474, -0.2382], [2.7185, 0.2402, -1.2555], [2.5113, 0.5459, 0.4355], [3.2528, 1.8850, -0.6125], [-2.5779, -0.8426, 0.2414], [-1.8143, -0.4501, -1.2265], [-1.1803, 2.8107, 1.8764]]
}



{
  "formula": "C3H9OS",
  "method": "ωB97M-V/def2-TZVPD",
  "homo_lumo_gap_ev": 5.207,
  "e_above_lowest_kcal_mol": 53.1,
  "energy_ev": -16138.7534,
  "charge": -1,
  "elements": ["S", "H", "H", "C", "O", "C", "C", "H", "H", "H", "H", "H", "H", "H"],
  "xyz": [[2.4166, -1.2578, -0.7693], [3.4766, -1.1142, 0.0227], [1.9451, -2.3083, -0.1323], [-1.0544, 0.9901, -0.9946], [-1.3314, 2.1434, -0.3766], [-0.9886, -0.2077, 0.0143], [-0.1736, 0.2893, 1.2004], [-0.0181, 0.9659, -1.5246], [-1.7753, 0.7102, -1.8181], [-0.5461, -1.1084, -0.4598], [-2.0351, -0.4120, 0.3507], [-0.0425, -0.4918, 2.0104], [-0.6912, 1.1490, 1.6227], [0.8180, 0.6522, 0.8540]]
}



{
  "formula": "C3H9OS",
  "method": "ωB97M-V/def2-TZVPD",
  "homo_lumo_gap_ev": 6.674,
  "e_above_lowest_kcal_mol": 39.9,
  "energy_ev": -16139.3267,
  "charge": -1,
  "elements": ["C", "O", "H", "H", "H", "C", "C", "S", "H", "H", "H", "H", "H", "H"],
  "xyz": [[1.7298, -0.7699, 2.6054], [1.5070, -0.7079, 1.1798], [2.5847, -0.0764, 2.7734], [0.8418, -0.4342, 3.3132], [2.0242, -1.8342, 2.8233], [-1.3317, -0.0362, -2.2047], [-0.9138, 1.2063, -1.2787], [-1.2950, 0.7335, 0.5351], [-2.3346, -0.5306, -2.0968], [-0.6874, -0.8894, -2.0662], [-1.3340, 0.3483, -3.3926], [0.1435, 1.4699, -1.4315], [-1.5015, 2.1328, -1.6535], [0.5669, -0.6120, 0.8938]]
}



{
  "formula": "C3H9OS",
  "method": "ωB97M-V/def2-TZVPD",
  "homo_lumo_gap_ev": [10.593, 6.984],
  "e_above_lowest_kcal_mol": 14.8,
  "energy_ev": -16137.8450,
  "charge": 0,
  "multiplicity": 2,
  "elements": ["C", "S", "H", "H", "H", "C", "O", "C", "H", "H", "H", "H", "H", "H"],
  "xyz": [[-2.4712, 0.1329, 1.3605], [-1.7548, -0.8533, 0.0747], [-3.4000, -0.3009, 1.7406], [-1.7837, 0.1966, 2.2129], [-2.7305, 1.1702, 1.1398], [1.4358, 0.3809, -0.9082], [1.0635, 0.5461, 0.4409], [2.9487, 0.2895, -1.0458], [1.0018, -0.5184, -1.3496], [1.0789, 1.1926, -1.5533], [0.2024, 0.1100, 0.5619], [3.2900, -0.1651, -0.1098], [3.1954, -0.3667, -1.8770], [3.4371, 1.2504, -1.1462]]
}



{
  "formula": "C3H9PS",
  "method": "ωB97M-V/def2-TZVPD",
  "homo_lumo_gap_ev": [9.169, 8.261],
  "e_above_lowest_kcal_mol": 0.0,
  "energy_ev": -23376.4043,
  "charge": 0,
  "multiplicity": 3,
  "elements": ["C", "C", "C", "P", "S", "H", "H", "H", "H", "H", "H", "H", "H", "H"],
  "xyz": [[-0.7440, -2.8682, 0.0039], [0.7543, 2.9304, 0.9967], [1.2953, -1.0077, -0.3095], [-0.2964, -1.0162, 0.5876], [2.5829, 0.2869, 0.0465], [-0.3349, -3.2666, -0.9335], [-1.7675, -2.7353, -0.1325], [-0.5028, -3.5186, 0.7564], [1.0452, 3.3347, 1.9691], [-0.1132, 3.3027, 0.6637], [1.4229, 2.3730, 0.3119], [1.6224, -1.9555, 0.0393], [1.0990, -0.8629, -1.4122], [2.1101, 0.5708, 1.3058]]
}



{
  "formula": "C3H9S",
  "method": "ωB97M-V/def2-TZVPD",
  "homo_lumo_gap_ev": 6.696,
  "e_above_lowest_kcal_mol": 5.7,
  "energy_ev": -14092.9094,
  "charge": -1,
  "elements": ["S", "H", "C", "C", "C", "H", "H", "H", "H", "H", "H", "H", "H"],
  "xyz": [[-1.4216, 0.7079, 1.5001], [-2.7185, 0.9776, 1.7424], [2.0509, -0.4607, -0.2757], [0.8848, 0.0932, -1.1291], [-0.0708, -0.9831, -1.5638], [1.5802, -0.9915, 0.5504], [2.6983, 0.3415, 0.0719], [2.6857, -1.1866, -0.7972], [1.1786, 0.8060, -1.9032], [0.4273, 0.7565, -0.3827], [0.3978, -1.9387, -1.8070], [-0.9260, -1.0869, -0.8962], [-0.5394, -0.6640, -2.5104]]
}



{
  "formula": "C3H9S",
  "method": "ωB97M-V/def2-TZVPD",
  "homo_lumo_gap_ev": 6.560,
  "e_above_lowest_kcal_mol": 5.3,
  "energy_ev": -14092.9269,
  "charge": -1,
  "elements": ["S", "H", "C", "C", "C", "H", "H", "H", "H", "H", "H", "H", "H"],
  "xyz": [[-0.6992, 2.3939, -2.2963], [-0.0277, 2.9201, -1.2629], [-0.7488, -1.1760, -0.3895], [0.5013, -0.3034, -0.0840], [0.5776, 0.1019, 1.3606], [-1.4583, -1.1762, 0.4364], [-1.2393, -0.7667, -1.2723], [-0.4975, -2.1966, -0.6669], [1.3698, -0.9163, -0.3536], [0.4526, 0.4799, -0.8354], [1.2383, 0.9440, 1.5676], [0.9235, -0.7008, 2.0188], [-0.3921, 0.3962, 1.7774]]
}



{
  "formula": "C3H9S",
  "method": "ωB97M-V/def2-TZVPD",
  "homo_lumo_gap_ev": 5.639,
  "e_above_lowest_kcal_mol": 10.8,
  "energy_ev": -14092.6872,
  "charge": -1,
  "elements": ["S", "H", "C", "C", "C", "H", "H", "H", "H", "H", "H", "H", "H"],
  "xyz": [[4.8002, -1.3405, 1.3851], [5.0292, -1.8684, 0.2275], [-1.8857, -0.2706, -0.8487], [-0.7475, -0.1383, 0.1648], [-0.0354, 1.2210, 0.2330], [-2.6663, 0.4770, -0.6987], [-2.3887, -1.2260, -0.6703], [-1.5336, -0.2797, -1.8824], [0.0085, -0.9072, 0.0346], [-1.2712, -0.3000, 1.1126], [-0.3680, 1.9891, -0.4569], [0.0167, 1.5977, 1.2624], [1.0419, 1.0462, 0.1370]]
}



{
  "formula": "C3H9S2",
  "method": "ωB97M-V/def2-TZVPD",
  "homo_lumo_gap_ev": 5.440,
  "e_above_lowest_kcal_mol": 36.8,
  "energy_ev": -24927.1526,
  "charge": -1,
  "elements": ["C", "S", "H", "H", "H", "C", "S", "C", "H", "H", "H", "H", "H", "H"],
  "xyz": [[-1.9616, -0.4191, -0.6237], [-2.4887, -0.4963, 1.0552], [-0.9979, 0.0196, -0.6080], [-1.8158, -1.3723, -1.2221], [-2.6588, 0.1161, -1.2746], [1.2160, 1.5209, -0.0172], [1.5674, -0.0357, -0.8557], [0.9920, -0.9753, 0.5132], [1.9234, 1.3860, 0.7749], [0.1844, 1.4495, 0.3570], [1.4798, 2.3769, -0.6401], [1.4705, -2.0713, 0.5301], [1.1748, -0.3636, 1.4878], [-0.0855, -1.1353, 0.5231]]
}